(1)
FO4S | ωB97M-V/def2-TZVPD

Summary:
structure (SMILES)	O=S(=O)([O-])OF
net charge	-1
strongest force on any atom	3.46	eV Å⁻¹
energy above the lowest of the compared OMol25 structures with the same formula, charge and spin	5.1	kcal per mole
HOMO-LUMO gap	10.063	eV

Each line ends with the natural charge from an NBO analysis.
Element x y z (Å)
O -0.9370 1.4110 0.5600  -0.98
S -0.4611 0.0936 0.3168  2.47
O -1.1460 -0.7287 -0.6482  -0.95
O -0.0220 -0.5533 1.5828  -0.97
O 1.1906 0.5056 -0.6257  -0.37
F 1.3754 -0.7281 -1.1857  -0.19


(2)
C22H35N3O4S2 | ωB97M-V/def2-TZVPD

Summary:
structure (SMILES)	O=S(=O)(c1ccc(S(=O)(=O)N2CCN(C3CCCCC3)CC2)cc1)N1CCCCCC1
strongest force on any atom	1.13	eV Å⁻¹
energy above the lowest of the compared OMol25 structures with the same formula, charge and spin	59.2	kcal per mole
HOMO-LUMO gap	8.796	eV

Each line ends with the natural charge from an NBO analysis.
Element x y z (Å)
O 2.5428 3.4200 -1.3263  -0.94
S 2.1047 2.9524 -0.0452  2.35
O 2.5382 3.6359 1.1377  -0.94
C 0.3081 2.9206 -0.0543  -0.30
C -0.3585 2.8542 -1.2642  -0.19
C -1.7412 2.7543 -1.2714  -0.20
C -2.4212 2.7235 -0.0680  -0.34
S -4.2133 2.5193 -0.0795  2.33
O -4.7287 3.1026 1.1220  -0.94
O -4.6905 2.9716 -1.3511  -0.94
N -4.5295 0.8964 0.0010  -0.68
C -4.3526 0.2144 1.2578  -0.23
C -2.9837 -0.4647 1.3492  -0.24
N -2.8134 -1.3529 0.2140  -0.46
C -1.6948 -2.2769 0.3496  -0.02
C -1.8627 -3.4833 -0.5783  -0.40
C -0.7999 -4.5331 -0.2643  -0.40
C 0.5979 -3.9419 -0.4241  -0.40
C 0.7658 -2.7143 0.4665  -0.38
C -0.2985 -1.6688 0.1440  -0.44
C -2.8571 -0.5916 -1.0211  -0.24
C -4.2291 0.0775 -1.1459  -0.22
C -1.7579 2.8222 1.1418  -0.14
C -0.3748 2.9159 1.1485  -0.21
N 2.4385 1.3420 0.1056  -0.71
C 2.7201 0.5871 -1.0912  -0.22
C 4.1348 0.8242 -1.6260  -0.42
C 5.2357 0.2405 -0.7445  -0.39
C 5.1774 0.7054 0.7116  -0.41
C 4.0485 0.0368 1.4984  -0.41
C 2.7229 0.8002 1.4101  -0.22
H 0.2134 2.9028 -2.1773  0.25
H -2.3056 2.7160 -2.1899  0.25
H -4.4861 0.9527 2.0478  0.24
H -5.1349 -0.5474 1.3393  0.21
H -2.9422 -1.0555 2.2669  0.21
H -2.1935 0.3060 1.3936  0.17
H -1.7503 -2.6509 1.3797  0.19
H -2.8621 -3.8986 -0.4458  0.22
H -1.7582 -3.1759 -1.6198  0.19
H -0.9185 -5.3895 -0.9306  0.21
H -0.9292 -4.8869 0.7609  0.19
H 1.3498 -4.6911 -0.1687  0.21
H 0.7520 -3.6549 -1.4669  0.19
H 1.7621 -2.2885 0.3270  0.20
H 0.6767 -3.0110 1.5144  0.20
H -0.1856 -1.3448 -0.8929  0.20
H -0.1721 -0.7924 0.7852  0.21
H -2.7192 -1.2696 -1.8632  0.21
H -2.0695 0.1818 -1.0555  0.17
H -4.2827 0.7196 -2.0245  0.23
H -4.9992 -0.6974 -1.2176  0.21
H -2.3348 2.8410 2.0533  0.24
H 0.1840 3.0050 2.0665  0.24
H 2.5526 -0.4719 -0.8805  0.20
H 1.9985 0.9077 -1.8472  0.21
H 4.2053 0.3829 -2.6226  0.21
H 4.2700 1.9015 -1.7229  0.23
H 5.1848 -0.8519 -0.7702  0.19
H 6.1983 0.5318 -1.1700  0.21
H 6.1293 0.4592 1.1869  0.21
H 5.0537 1.7892 0.7487  0.21
H 3.9152 -0.9851 1.1363  0.19
H 4.3165 -0.0266 2.5544  0.22
H 2.7526 1.6621 2.0780  0.24
H 1.9005 0.1411 1.7245  0.19


(3)
C2H3Br3O2 | ωB97M-V/def2-TZVPD

Summary:
strongest force on any atom	3.35	eV Å⁻¹
energy above the lowest of the compared OMol25 structures with the same formula, charge and spin	56.2	kcal per mole
HOMO-LUMO gap (spin up / spin down)	6.003 / 5.666	eV

Each line ends with the natural charge from an NBO analysis.
Element x y z (Å)
C 0.4080 -0.6380 -0.0308  0.27
C -1.1191 -0.2516 -0.0530  -0.14
O 1.1574 -0.0889 -1.0659  -0.70
O 0.8503 -0.3544 1.2230  -0.69
Br -1.8064 -0.6299 1.5977  0.34
Br -0.4754 2.9690 0.0423  -0.57
Br -2.0150 -0.4848 -1.6627  0.31
H 0.4288 -1.6573 -0.2540  0.19
H 1.0161 0.9206 -0.9246  0.50
H 1.5552 0.2153 1.1280  0.50


(4)
C4H4IN | ωB97M-V/def2-TZVPD

Summary:
structure (SMILES)	N#CC1(I)CC1
strongest force on any atom	2.59	eV Å⁻¹
energy above the lowest of the compared OMol25 structures with the same formula, charge and spin	39.7	kcal per mole
HOMO-LUMO gap	8.909	eV

Each line ends with the natural charge from an NBO analysis.
Element x y z (Å)
N 0.9245 -2.6299 -0.0685  -0.28
C 0.7841 -1.5075 0.1584  0.22
C 0.5335 -0.0949 -0.0454  -0.16
I 2.6882 0.8756 -0.0889  0.08
C -0.7892 0.3590 -0.7241  -0.38
C -0.5286 0.6301 0.7466  -0.42
H -1.4218 -0.5048 -0.8911  0.23
H -0.7922 1.1351 -1.4542  0.24
H -0.4481 1.6851 0.8596  0.24
H -0.9504 0.0520 1.5075  0.23